1.
Formula: C18H22N2O2S
Source: OMol25
Level of theory: the ωB97M-V functional and the def2-TZVPD basis

```
! RIJCOSX wB97M-V def2-TZVPD def2/J DEFGRID3
* xyz 0 1
C 0.8685 -0.9535 3.3328
C 1.1349 -0.7832 1.9719
C 2.4221 -3.8417 -1.4305
H 2.3823 1.8019 4.5518
C 1.7887 0.3987 1.5150
C -4.1082 -0.4297 3.8965
C 2.9511 -2.0475 0.2020
C -3.5575 -1.2223 4.9192
C -3.7787 -0.6896 2.5713
C 1.2100 -3.5192 -0.5436
H -4.4873 -0.0181 6.4496
S -2.3789 -2.0039 0.5545
C -3.8381 -0.8986 6.3700
H 2.2446 -3.6033 -2.4753
H -0.7897 -0.4197 0.2251
H 3.3778 -2.2262 1.2065
C 0.5133 -1.8250 1.0252
H 2.6432 -4.9250 -1.3283
C 2.1984 1.3478 2.4608
C -2.9108 -1.7436 2.2566
H 2.7833 2.1924 2.1115
C 1.9617 1.1242 3.8134
H -2.9022 -0.6617 6.8957
H 1.2017 -0.2653 5.3235
C 1.3007 -0.0181 4.2675
N -0.7482 -1.3987 0.4911
H -2.2701 -2.9169 5.3737
H -1.7089 -3.3712 3.0152
C -2.7239 -2.3005 4.5971
H 4.0761 -3.8018 -0.1485
N 1.5255 -2.3033 0.1404
O -3.1449 -1.1139 -0.2640
H 3.2403 -1.0373 -0.0601
H -4.7521 0.4192 4.1366
H 0.3615 -1.8977 3.6155
H 2.0130 0.5022 0.4556
H -4.2972 -1.7628 6.8737
C 3.5710 -3.0726 -0.7780
H 4.2600 -2.6439 -1.4853
O -2.3319 -3.4245 0.3247
C -2.4112 -2.5671 3.2726
H -4.1396 -0.0346 1.7674
H 1.1119 -4.3180 0.2169
H 0.2321 -3.4894 -1.0669
H 0.1510 -2.7345 1.5712
*
```

The relative energy (zero: lowest compared OMol25 entry of this formula, charge and spin) is 256.5 kJ/mol. The calculation puts the HOMO-LUMO gap at 8.75 eV. For the total energy, the calculation gives -1357.231471 Eh. The LUMO energy comes out at 0.64 eV.



2.
Formula: C6H10
Source: OMol25
Level of theory: the ωB97M-V functional and the def2-TZVPD basis

```
! RIJCOSX wB97M-V def2-TZVPD def2/J DEFGRID3
* xyz 0 1
H 2.5290 0.5701 0.5392
H -1.3134 1.4276 -1.7213
H 1.5274 0.7262 -1.0567
H 1.4189 -1.9568 -0.0115
H 1.1147 1.9201 0.2160
H 0.6813 0.3266 1.8406
H 0.6095 -2.0424 1.5723
C -1.7490 0.9178 -0.8442
C 0.6346 -1.5049 0.6178
H -2.1423 1.7049 -0.1949
C -0.7558 0.0180 -0.1018
H -1.4084 -2.0587 -0.3608
C 0.6319 0.0244 0.7732
C 1.5238 0.9006 0.0300
H -2.6085 0.3372 -1.2314
C -0.6936 -1.3106 -0.0664
*
```

The relative energy (zero: lowest compared OMol25 entry of this formula, charge and spin) is 207.7 kJ/mol. The calculation puts the HOMO-LUMO gap at 9.92 eV. For the total energy, the calculation gives -234.523404 Eh. The LUMO energy comes out at 1.16 eV.



3.
Formula: C2H5NO2S2
Source: OMol25
Level of theory: the ωB97M-V functional and the def2-TZVPD basis

```
! RIJCOSX wB97M-V def2-TZVPD def2/J DEFGRID3
* xyz 0 1
C 0.7121 2.2615 -0.7885
S -1.2671 0.1957 0.4899
C -1.2227 -3.2688 0.8452
H -1.6382 0.9898 -0.5834
N 0.2979 0.1357 -0.2918
H 1.1687 2.6650 0.1888
H 1.9105 -1.1306 0.1400
S 1.4753 -0.1909 0.9704
H 1.2940 2.2199 -1.6182
O -1.9680 -3.1264 1.7244
H -0.2132 2.5580 -0.9831
O -0.5493 -3.3087 -0.0936
*
```

The relative energy (zero: lowest compared OMol25 entry of this formula, charge and spin) is 348.6 kJ/mol. The calculation puts the HOMO-LUMO gap (spin up / spin down) at 7.98 / 7.75 eV. For the total energy, the calculation gives -1080.684094 Eh. The LUMO energy (spin up / spin down) comes out at -0.24 / -0.39 eV.



4.
Formula: C18H35ClFN4O5
Source: OMol25
Level of theory: the ωB97M-V functional and the def2-TZVPD basis

```
! RIJCOSX wB97M-V def2-TZVPD def2/J DEFGRID3
* xyz 1 1
C 0.8486 4.2046 0.3096
H 1.2821 2.5715 -3.7604
H 1.5167 0.5159 3.4113
H 3.1621 -6.7470 2.6673
H 1.3550 2.1849 2.0485
C 0.4065 0.2092 3.2959
H -2.5948 -0.1041 -5.2131
N -2.5226 2.4708 0.5517
C 0.3547 2.0333 1.4801
C -0.9847 -0.6383 -1.2388
H 1.3470 4.6795 -0.6052
C 0.5067 2.6061 0.0417
O -0.3141 -0.8496 -4.3653
C -0.1984 1.6343 -2.2226
C 2.7657 -5.7389 2.5253
C -1.0311 -0.1896 -3.5641
H 0.3001 -3.6573 -0.5994
H -0.8085 -4.5726 0.4439
H -1.4986 4.9062 0.5750
H -2.4842 1.7941 -1.4715
C -1.9832 2.5915 -0.7928
C 0.2404 -4.3278 0.2566
O 0.6883 -4.4311 2.6726
H 3.2361 -5.0683 3.2493
H 0.3620 -0.2814 1.1448
H -0.3896 2.6948 2.0783
H -3.2638 -0.1704 -1.1122
O 2.1830 2.5927 -1.8960
C -2.5006 0.1904 -4.1000
H -2.7469 -1.8975 -0.7906
N -0.4832 0.2533 -2.2215
H 3.2693 0.4924 -0.4342
H -2.4357 3.5765 -1.2146
H -2.8584 1.5388 0.8246
H 0.3840 -2.7135 1.6498
F 1.9525 0.6890 -3.2513
H 1.0093 -6.1632 3.6655
Cl -0.6926 0.9387 4.5685
H 3.0603 -5.4027 1.5284
H -1.2406 0.5204 1.8554
C 1.9677 2.1155 -0.5323
C 0.8664 -3.6814 1.4798
H 0.3969 -0.9304 3.4149
C 1.2564 -5.7347 2.6907
H 0.7506 -5.2570 -0.0104
H -3.3118 -0.3486 -3.5074
H 1.5941 4.1624 1.1921
H 1.9295 -3.4737 1.3158
O -0.1269 6.1357 1.4387
C -2.4662 -0.7924 -0.5812
O -0.2459 -1.6310 -0.9182
C -0.1039 0.5398 1.7757
H -0.3363 3.4995 -1.5455
H -2.4672 -0.6916 0.5519
C -0.3857 5.0841 0.7703
H 0.7746 -6.3706 1.9411
N -0.5001 2.5803 -1.0513
H -0.8437 2.1193 -3.0696
C 1.3193 1.9063 -2.8137
N 2.2700 0.6959 -0.2982
H -2.6184 1.3416 -4.0960
H 2.7482 2.6886 0.1041
H 1.7061 0.0386 -0.8506
H -3.3725 3.0684 0.6088
*
```

The calculation puts the HOMO-LUMO gap at 7.51 eV. For the total energy, the calculation gives -1861.646902 Eh. The LUMO energy comes out at -3.93 eV.



5.
Formula: C7H6DyO6S
Source: OMol25
Level of theory: the ωB97M-V functional and the def2-TZVPD basis

```
! RIJCOSX wB97M-V def2-TZVPD def2/J DEFGRID3
* xyz 3 6
O -2.5961 -3.4837 -1.6444
C -1.8294 0.7927 2.6145
Dy -0.0732 -0.8366 -1.2353
O -1.5411 2.0236 -3.0166
S -0.8070 0.6224 1.1421
O -0.4942 -0.9024 0.9338
C 0.8121 1.1771 1.7224
O 1.7389 -1.1985 -4.3796
C 1.7580 0.9334 -1.3937
H 0.9679 2.1754 1.2799
O 2.5535 1.7540 -1.3039
C -1.1223 1.1252 -2.4462
C 1.1457 -1.1386 -3.3895
C -1.7875 -2.6606 -1.6155
C 2.0978 -2.0596 -0.4113
O 2.9633 -2.5523 0.1803
H -1.9235 1.8652 2.7998
H -1.3907 0.3042 3.4874
H -2.8281 0.3854 2.4324
H 1.5981 0.4620 1.4238
H 0.7578 1.2118 2.8197
*
```

The expectation value of S² is 9.332. The relative energy (zero: lowest compared OMol25 entry of this formula, charge and spin) is 47.1 kJ/mol. The calculation puts the HOMO-LUMO gap (spin up / spin down) at 8.59 / 8.81 eV. For the total energy, the calculation gives -2003.841202 Eh. The LUMO energy (spin up / spin down) comes out at -13.74 / -13.54 eV.



6.
Formula: C16H22As2N2O4S2Zr
Source: OMol25
Level of theory: the ωB97M-V functional and the def2-TZVPD basis

```
! RIJCOSX wB97M-V def2-TZVPD def2/J DEFGRID3
* xyz 2 1
H -0.1989 7.7535 0.8788
As -2.5364 2.1762 0.2593
H 2.3296 5.4430 2.0835
H 0.0652 3.8899 3.1751
C -3.9730 1.9561 -1.0159
S -1.7039 -1.7202 -1.4003
H 0.8035 1.1822 -1.1467
C -0.3842 5.8445 1.5148
As 2.9412 3.3590 0.6832
Zr -0.8768 0.0065 0.1129
O -2.6070 -1.2909 -0.2544
H 0.6210 6.6154 -0.1227
O -0.4186 -1.9517 -0.5990
H 2.7820 5.9427 0.4282
C 1.7801 3.5142 -2.0375
C 0.3451 2.1396 2.0054
C -0.8530 2.7853 -0.7517
H 2.8158 3.7853 -2.1657
C -0.0338 4.0602 -0.2933
O -1.3265 -0.2713 -1.9025
H -3.0921 4.5317 0.8712
H -4.2129 3.3503 1.5791
H -3.6632 1.2727 -1.8015
H -2.2148 2.6420 -2.4853
H -0.2555 4.9059 -0.9376
H 5.3236 3.6273 0.1479
C 4.4689 3.5280 -0.5221
C -0.3664 3.1095 -3.2334
C 1.3182 3.3045 -0.6172
H 4.0089 5.4053 1.5599
H 4.6191 2.6305 -1.1186
N 0.0079 6.7908 0.6557
H 4.4274 4.4100 -1.1588
C 1.0538 3.4260 -3.1509
H -4.3025 2.9072 -1.4264
C -0.0924 4.4261 1.1572
S -1.2652 6.1662 2.8687
H -2.6206 3.6348 2.3349
H 0.3756 1.5628 2.9269
C 0.5053 1.9789 -0.4334
C 2.9809 5.2418 1.2369
H -4.7947 1.5004 -0.4638
C 0.1185 3.5293 2.1555
N 0.5180 1.4127 0.9210
C -1.1888 2.8432 -2.2212
O -2.1278 -2.6472 -2.3514
C -3.1653 3.5846 1.3992
H -0.8008 3.1010 -4.2261
H 1.5581 3.6224 -4.0893
*
```

The relative energy (zero: lowest compared OMol25 entry of this formula, charge and spin) is 545.5 kJ/mol. The calculation puts the HOMO-LUMO gap at 5.86 eV. For the total energy, the calculation gives -6347.653502 Eh. The LUMO energy comes out at -8.80 eV.



7.
Formula: C5H12NO2
Source: OMol25
Level of theory: the ωB97M-V functional and the def2-TZVPD basis

```
! RIJCOSX wB97M-V def2-TZVPD def2/J DEFGRID3
* xyz 1 1
H 0.4026 1.7119 2.4157
H -0.1687 -1.7856 -1.5174
H 0.1493 1.8669 -0.6584
H 3.1204 -1.1515 -0.1928
H -0.1753 -0.1077 -1.8506
O 1.2480 0.3959 1.2368
H 3.1521 -0.6007 -1.6166
C -0.9797 -0.5911 -0.0224
C -1.5108 0.7764 0.1089
N -0.0428 -0.8488 -1.1583
C 0.5636 1.3871 1.3672
C -0.3732 1.8711 0.3025
H -2.2736 0.8872 0.8750
H 0.9558 -0.7190 -0.8106
H -2.0162 1.0668 -0.8236
H -1.8528 -1.6665 1.6285
C -1.2501 -1.6410 0.7306
H -0.8126 -2.6201 0.5558
O 2.6089 -1.1112 -1.0201
H -0.7449 2.8799 0.4498
*
```

The relative energy (zero: lowest compared OMol25 entry of this formula, charge and spin) is 118.3 kJ/mol. The calculation puts the HOMO-LUMO gap at 10.60 eV. For the total energy, the calculation gives -402.676773 Eh. The LUMO energy comes out at -3.13 eV.



8.
Formula: C25H37HfO
Source: OMol25
Level of theory: the ωB97M-V functional and the def2-TZVPD basis

```
! RIJCOSX wB97M-V def2-TZVPD def2/J DEFGRID3
* xyz 1 1
H 3.6513 -1.6954 -2.2102
H -2.1441 1.0423 1.5058
C 0.6114 1.2339 -2.6793
H -3.8306 2.8267 0.6506
H -0.2841 4.2322 -4.0155
C 1.0057 1.9470 2.1214
C -1.0050 3.4546 -2.0381
O 0.6204 0.4894 1.9402
C -2.0207 -0.6949 0.1837
C 1.3332 -3.2230 2.1842
H 0.1569 2.5414 1.7507
H -2.1289 3.5007 0.8008
H -0.5841 1.2537 4.4675
H 0.4762 1.8660 -0.6845
H -3.2922 2.2294 -2.4142
C -1.9400 0.7167 0.4495
H 1.9080 2.0917 1.5092
H -2.4989 -1.0624 -0.7417
H 0.7336 3.0792 3.9363
C -1.1195 2.2845 -1.3835
H -3.1114 3.8339 -0.6663
H 2.6637 -0.2643 -2.4813
H -0.8529 -4.7589 -0.0295
H -4.1315 0.9473 -1.4122
H 2.2839 -1.7642 -3.3434
H -1.5384 4.3952 -1.7196
H 4.1414 -2.2417 0.8138
C 0.0267 -2.8158 -0.0377
H 3.9090 -0.6665 -0.0050
H -0.5065 -0.7444 3.2471
C 1.1450 -2.5887 0.8515
C 0.0545 1.2834 -1.3376
H 3.2832 -0.9127 1.6433
C 0.3812 2.2910 -3.6402
C 0.4522 0.9641 4.2740
H 0.7837 2.1033 -4.6332
H 0.9066 0.2523 -2.9669
C 1.7213 -1.7472 -1.2498
H 1.6055 -4.2891 2.0956
H 1.2903 -0.8760 3.3791
C -2.8915 3.0789 0.0883
H 0.8811 0.6337 5.2213
C -0.3042 3.4110 -3.2592
C -0.4024 -2.4806 -2.5884
H 0.1549 -2.1437 -3.4683
Hf 0.1463 -0.4808 0.1224
C -2.2222 1.8588 -0.5675
H -2.5866 0.6130 -2.3506
C 1.1787 2.1302 3.6291
C 2.1480 -1.8643 0.1136
C 0.4356 -0.1822 3.2681
H -0.6573 -3.5434 -2.7151
H -1.3679 -3.7204 1.3225
H 0.4192 -3.1679 2.7881
H -2.3121 -1.3523 1.0373
H 2.1390 -2.7406 2.7528
H -2.0170 -3.4387 -0.3083
C 2.6211 -1.3525 -2.3828
C -3.1219 1.3716 -1.7513
H 2.2376 2.1696 3.9040
C 3.4456 -1.4012 0.6741
C 0.3846 -2.2712 -1.3389
H -1.3459 -1.9175 -2.5615
C -1.1184 -3.7249 0.2557
*
```

The relative energy (zero: lowest compared OMol25 entry of this formula, charge and spin) is 355.2 kJ/mol. The calculation puts the HOMO-LUMO gap (spin up / spin down) at 4.86 / 4.86 eV. For the total energy, the calculation gives -1097.662931 Eh. The LUMO energy (spin up / spin down) comes out at -3.99 / -3.99 eV.



9.
Formula: C14H29N2O7P2Ta
Source: OMol25
Level of theory: the ωB97M-V functional and the def2-TZVPD basis

```
! RIJCOSX wB97M-V def2-TZVPD def2/J DEFGRID3
* xyz 2 1
O -4.5749 0.9145 -1.9377
C 0.9835 2.9978 1.3064
N 1.0996 -1.5832 -0.6085
H -0.2604 1.9672 -1.8572
H 3.2119 -0.9496 -3.2289
H 1.5764 0.3520 -4.3083
H 2.5577 1.3291 -1.9055
H -4.4346 -0.0659 0.6471
H -1.7928 -0.9174 3.8066
P -3.5190 0.1592 -1.3225
H 3.0477 -2.1175 -1.1886
C 0.7631 -1.9566 2.5654
C 2.2014 -1.0676 -2.8326
C -2.0852 -0.7895 2.7628
C 1.2507 0.4536 1.7139
C 0.4570 1.6153 1.4915
Ta -0.7735 -0.1947 -0.2782
O -3.5409 0.0089 0.2717
H -1.0787 -2.2882 -3.3688
C 0.3905 -0.5976 2.0665
N 0.5310 1.5414 -1.3734
O -1.9983 0.6774 -1.4147
C -0.9070 1.2811 1.6352
H 3.1092 0.9174 2.6288
H 2.8213 -0.4143 -0.8532
H -2.3256 -1.7752 2.3649
C 2.7434 0.4339 1.7192
H -2.9713 1.9377 1.4841
O -1.5588 -1.9211 -0.1471
C 1.5983 1.3763 -2.4181
H 1.6147 2.2764 -3.0312
O -2.5865 -3.8321 -1.6458
H 1.3611 -1.9130 0.3160
H -2.1209 2.4362 2.9387
P -2.2227 -2.4484 -1.5048
H 0.2900 -0.0979 -3.2354
H -1.7921 3.2368 1.4071
H 0.3138 3.6309 0.7232
H 0.6842 -2.3928 -1.0681
H 1.9857 3.0178 0.8748
O -3.3847 -1.3771 -1.7994
C -0.9588 -0.1250 2.0178
C -2.0125 2.2738 1.8640
C 2.3697 -1.2758 -1.3390
C 1.3571 0.1354 -3.2634
H 3.1475 -0.5770 1.7123
H 3.1670 0.9880 0.8806
H 0.8529 2.2567 -0.7325
H 0.0695 -2.7243 2.2183
H 0.7097 -1.9575 3.6573
H 1.0618 3.4683 2.2914
O -1.0363 -1.9187 -2.4702
H 1.7834 -2.2463 2.3089
H -2.9834 -0.1792 2.7472
H 1.8082 -1.9794 -3.2887
*
```

The relative energy (zero: lowest compared OMol25 entry of this formula, charge and spin) is 278.4 kJ/mol. The calculation puts the HOMO-LUMO gap at 8.32 eV. For the total energy, the calculation gives -1926.584947 Eh. The LUMO energy comes out at -7.70 eV.



10.
Formula: C6H14
Source: OMol25
Level of theory: the ωB97M-V functional and the def2-TZVPD basis

```
! RIJCOSX wB97M-V def2-TZVPD def2/J DEFGRID3
* xyz 0 1
H 4.3296 -1.5059 -1.1464
H 1.5448 1.9361 1.0203
H -1.6646 -1.7793 -0.2610
H -2.9445 -0.8464 0.8138
H -3.1317 -1.2159 -0.8940
H 1.3614 -0.5968 1.5071
C -2.3391 -0.9276 -0.1065
H 2.5686 1.4243 -0.3627
C 2.2278 1.1282 0.6716
C -1.9732 0.5944 -0.6990
H -1.0307 0.2163 1.3129
H 3.1084 1.0305 1.3123
H 4.0611 -0.8796 -0.8393
C 0.3189 -0.4306 -0.3690
H -1.8503 0.6138 -1.7777
C 1.5590 -0.2835 0.4731
H -2.5198 1.4528 -0.2951
C -0.9266 0.1093 0.1707
H 2.4249 -0.9735 0.1142
H 0.5426 -0.0176 -1.3497
*
```

The relative energy (zero: lowest compared OMol25 entry of this formula, charge and spin) is 590.2 kJ/mol. The calculation puts the HOMO-LUMO gap at 7.76 eV. For the total energy, the calculation gives -236.786622 Eh. The LUMO energy comes out at 0.99 eV.



11.
Formula: C4H17NO3
Source: OMol25
Level of theory: the ωB97M-V functional and the def2-TZVPD basis

```
! RIJCOSX wB97M-V def2-TZVPD def2/J DEFGRID3
* xyz 0 1
H 1.9238 -0.3756 0.9121
O -2.3632 -0.5305 -1.9971
H 2.8658 1.8555 0.3764
O -2.4854 1.3116 0.1157
H 0.8546 1.5648 1.8403
H -0.1850 1.5762 0.3566
H 0.0182 -2.6559 -0.0157
H -1.4040 -0.6293 -2.1025
C 0.2355 -2.4057 1.0415
H -2.7577 -1.4266 -1.9082
H 0.0527 -0.7021 2.4025
N 0.9966 -0.1115 0.5443
H 1.7290 3.1698 0.2155
H 0.7873 -0.2630 -2.7129
C 1.8797 2.1598 0.0205
H 1.8018 1.9520 -1.0553
C 0.0092 -0.9180 1.2954
O 0.3650 -0.8007 -2.0710
H 0.6905 -0.5278 -1.1485
H 1.2844 -2.6644 1.2796
H -2.5866 0.6683 -0.6662
C 0.8217 1.3343 0.7775
H -3.0338 2.0505 -0.1451
H -1.0027 -0.5968 0.9458
H -0.4975 -3.0351 1.6987
*
```

The relative energy (zero: lowest compared OMol25 entry of this formula, charge and spin) is 0.0 kJ/mol. The calculation puts the HOMO-LUMO gap at 10.43 eV. For the total energy, the calculation gives -443.077262 Eh. The LUMO energy comes out at 0.84 eV.



12.
Formula: CH3O3PS
Source: OMol25
Level of theory: the ωB97M-V functional and the def2-TZVPD basis

```
! RIJCOSX wB97M-V def2-TZVPD def2/J DEFGRID3
* xyz 0 1
S -1.7527 0.5088 -0.0725
H 0.6308 1.8858 -0.1642
P -2.9808 -1.1460 0.0360
O -2.3732 1.7994 0.0860
O -0.4659 0.6214 1.0970
H -1.7842 -1.7130 -0.4834
C 0.3737 0.8479 0.0473
O -0.4286 0.5012 -1.0906
H 1.2474 0.3674 -0.0380
*
```

The relative energy (zero: lowest compared OMol25 entry of this formula, charge and spin) is 450.3 kJ/mol. The calculation puts the HOMO-LUMO gap at 9.06 eV. For the total energy, the calculation gives -1005.026659 Eh. The LUMO energy comes out at -0.01 eV.